DFT (wB97M-V/def2-TZVPD) results for a molecular structure, C18H38N2O2Rb in a non-equilibrium geometry.

Output
Orbital gap   7.85 eV
Net charge   +1
Relative energy (zero: lowest compared OMol25 entry of this formula, charge and spin)   1.0485 eV
E_tot   -992.44625 Ha
Molar mass   400.0 g mol⁻¹
Spin multiplicity   1

Positions of all 61 atoms, in Å:
Rb -0.9937 -1.3509 1.9980
C -0.2208 -3.3972 -1.0142
C -1.4704 -3.0086 -1.8088
C -2.4963 -4.1297 -1.6014
C -3.8317 -3.7817 -2.2275
C -4.4198 -2.5680 -1.5123
C -3.4448 -1.3657 -1.3686
N -2.0637 -1.8157 -1.1740
O -1.1422 -0.7436 -1.0998
C -3.6393 -0.4779 -2.6115
C -3.9051 -0.6251 -0.0968
C -1.0838 -2.8774 -3.2941
H 0.6432 -2.7485 -1.1636
H 0.1371 -4.3634 -1.3897
H -0.3701 -3.5984 0.0529
H -2.1329 -5.0905 -1.9635
H -2.5689 -4.1577 -0.5073
H -4.5236 -4.6242 -2.1812
H -3.6490 -3.6508 -3.2981
H -4.8297 -2.9584 -0.5787
H -5.2768 -2.2196 -2.0880
H -3.1790 0.5116 -2.5371
H -3.1715 -0.9781 -3.4622
H -4.6896 -0.3085 -2.8325
H -3.4966 0.3864 -0.0685
H -4.9945 -0.5964 -0.0715
H -3.6274 -1.1705 0.8093
H -1.9386 -2.5733 -3.9034
H -0.8388 -3.8867 -3.6263
H -0.2999 -2.1699 -3.5614
H -1.1332 -0.3281 -1.9805
C 0.0605 2.4815 0.9620
C 1.5686 2.1622 0.9811
C 2.2694 3.0728 -0.0463
C 3.7503 3.3447 0.2120
C 3.9886 3.6326 1.7008
C 3.4316 2.5585 2.6412
N 2.0150 2.3615 2.3638
O 1.4726 1.3973 3.2368
C 4.2844 1.2707 2.5614
C 3.5809 3.1220 4.0617
C 1.7300 0.6923 0.5463
H -0.1579 3.5442 0.8400
H -0.4164 2.1078 1.8677
H -0.4510 2.0372 0.1004
H 2.2785 2.5154 -0.9884
H 1.6732 3.9664 -0.2230
H 4.1850 4.0691 -0.4734
H 4.3202 2.4305 -0.0116
H 3.3301 4.4924 1.8974
H 5.0119 3.9340 1.9042
H 5.2069 1.3956 3.1303
H 3.7605 0.3987 2.9477
H 4.6246 1.1149 1.5349
H 2.9472 3.9915 4.2356
H 3.3127 2.3655 4.8053
H 4.6301 3.3376 4.2584
H 1.4274 0.0648 1.3816
H 2.7619 0.4396 0.2872
H 1.1630 0.4416 -0.3513
H 0.8913 1.9236 3.7982